DFT (the ωB97M-V functional and the def2-TZVPD basis) results for a structure of composition C4H7NO2.

Calculated values
spin multiplicity = 3
orbital gap (spin up / spin down) = 5.07 / 7.51 eV
⟨S²⟩ = 2.009
E = -361.586246 Ha
max |F| = 6.74 eV Å⁻¹

Structure (XYZ):
```
14
C4H7NO2, DFT the ωB97M-V functional and the def2-TZVPD basis
C 0.6122 0.3943 -0.0278
C 0.1219 -1.0498 -0.0451
C -1.7888 0.1379 -0.4821
C 2.0155 0.6091 0.1812
N -0.2168 1.3109 -0.2329
O -1.2376 -1.0561 0.0122
O -2.8672 0.4197 0.3087
H 0.4332 -1.7540 -0.9129
H 0.3934 -1.6132 0.7836
H -2.0519 0.1181 -1.5252
H 2.6302 0.3211 -0.6891
H 2.3255 0.0219 1.0092
H 2.1701 1.6779 0.3405
H -2.5397 0.4625 1.2796
```

=====

DFT (the ωB97M-V functional and the def2-TZVPD basis) results for a structure of composition BrLi.

Calculated values
spin multiplicity = 1
orbital gap = 5.69 eV
E = -2581.542558 Ha
max |F| = 1.42 eV Å⁻¹

Structure (XYZ):
```
2
BrLi, DFT the ωB97M-V functional and the def2-TZVPD basis
Li 0.1955 -1.2935 1.0829
Br -0.1955 1.2935 -1.0829
```

=====

DFT (the ωB97M-V functional and the def2-TZVPD basis) results for a cluster of 13 separate species, C19H64N2O13 in total.

Calculated values
spin multiplicity = 1
orbital gap = 9.80 eV
E = -1849.802878 Ha
max |F| = 2.16 eV Å⁻¹

Structure (XYZ):
```
98
C19H64N2O13, DFT the ωB97M-V functional and the def2-TZVPD basis
C -2.0273 -4.2558 2.3152
O -0.8913 -3.4209 2.0228
H -1.8409 -5.1537 2.9160
H -2.7375 -3.6094 2.8664
H -2.4858 -4.5362 1.3714
H -0.3618 -3.1715 2.8241
C -0.3512 4.0065 -1.6727
O -0.0366 5.1849 -0.9226
H 0.0575 4.1702 -2.6738
H 0.1132 3.1043 -1.2628
H -1.4325 3.8714 -1.8150
H -0.1598 4.8927 -0.0070
C -3.3222 2.2597 -0.1029
O -2.9372 1.4840 -1.1771
H -3.5878 1.7258 0.8024
H -2.5751 2.9708 0.2643
H -4.1703 2.8677 -0.4046
H -2.2071 0.9271 -0.9003
C -0.5545 -0.8054 0.7340
O -0.6209 0.3731 -0.0950
H -1.4522 -0.9011 1.3395
H -0.5399 -1.7488 0.1717
H 0.3076 -0.7021 1.3887
H -0.1710 0.1588 -0.9077
C -2.7826 2.2895 -4.4286
O -1.6174 2.0287 -5.2977
H -2.3949 2.1394 -3.4309
H -3.1795 3.2698 -4.6334
H -3.5043 1.4799 -4.6404
H -1.8970 2.3922 -6.1418
C -4.0318 -1.7837 -0.4310
O -4.7452 -1.9761 0.7844
H -4.2776 -0.7931 -0.8053
H -2.9657 -1.7672 -0.2639
H -4.3204 -2.5416 -1.1878
H -5.6580 -1.7395 0.6962
C -0.2625 3.0200 2.2028
O -0.0437 4.3868 1.8837
H -1.3275 2.9035 2.4362
H -0.0006 2.4233 1.3356
H 0.3636 2.8061 3.0713
H -0.4971 4.8766 2.5930
C -1.2592 -4.2977 -1.4021
O -0.6527 -4.0626 -2.6907
H -2.3020 -3.9007 -1.3600
H -1.2643 -5.3649 -1.2220
H -0.6647 -3.8179 -0.5458
H -0.9593 -3.1778 -2.9393
C -1.5676 -1.4720 -4.4646
O -1.2600 -1.3892 -3.0823
H -1.5677 -0.4524 -4.8869
H -0.9290 -2.1944 -4.9904
H -2.5981 -1.8204 -4.6197
H -0.4906 -0.7889 -2.9420
C 2.1905 -2.1082 -0.0128
C 3.5543 -2.5845 -0.4983
C 4.6456 -2.2947 0.5624
O 3.5119 -3.9729 -0.8544
H 1.4210 -2.1059 -0.8019
H 2.3224 -1.0890 0.3447
H 1.8506 -2.7933 0.7502
H 3.7714 -1.9755 -1.3919
H 5.6280 -2.5033 0.0981
H 4.6023 -2.9870 1.4087
H 4.5790 -1.3228 1.0160
H 2.7404 -4.0706 -1.3907
C 3.0891 2.1076 -0.0884
C 3.2616 2.9541 1.1432
C 3.2323 2.0960 2.4392
O 4.5846 3.5534 1.0852
H 3.2798 2.6575 -0.9971
H 2.0511 1.6718 -0.0337
H 3.8156 1.2796 -0.1443
H 2.5224 3.7917 1.1079
H 4.0716 1.3841 2.3913
H 2.2739 1.5802 2.4875
H 3.3644 2.6173 3.4022
H 4.5465 4.0581 1.9122
C 0.4842 0.0751 5.1340
C -0.3222 -1.2406 5.1985
C -1.6932 -1.1725 4.5421
O 0.4238 -2.2709 4.5688
H 1.4781 -0.1517 5.5514
H -0.0097 0.8717 5.6570
H 0.6012 0.4222 4.1053
H -0.5148 -1.5929 6.2337
H -2.2966 -2.0530 4.7057
H -1.5299 -1.0546 3.4615
H -2.1854 -0.2682 4.7897
H 1.2354 -2.3772 5.0859
C 1.6516 1.0442 -3.2599
O 0.9040 0.3612 -2.5276
N 1.1753 1.8592 -4.2666
N 3.0739 0.9982 -3.1129
H 1.8843 2.3064 -4.8331
H 0.2516 1.7909 -4.6872
H 3.5133 0.4038 -2.3898
H 3.6062 1.7375 -3.5636
```

=====

- Look up the E of the third one.
  -1849.802878 Ha

=====

- Among the records above, which one has the highest E?
  C4H7NO2

=====

- Which of these has the highest spin multiplicity?
  C4H7NO2